No. 1
Formula: C18H24ClNOS
Source: the OMol25 dataset
Level of theory: wB97M-V/def2-TZVPD

Last column: Mulliken charge in e.
Cartesian coordinates (Å):
O (-0.127, -1.699, 2.151)  -0.66
C (-0.864, -0.819, 1.766)  0.32
N (-1.963, -1.042, 1.011)  -0.11
H (-2.500, -0.257, 0.677)  0.27
C (-2.325, -2.348, 0.513)  -0.78
H (-1.757, -3.073, 1.100)  0.36
H (-3.396, -2.505, 0.675)  0.42
C (-1.987, -2.520, -0.978)  -1.44
C (-0.498, -2.472, -1.194)  0.83
C (0.261, -3.542, -1.001)  -0.66
C (1.751, -3.560, -1.127)  -0.73
C (2.274, -2.315, -1.835)  -1.05
C (1.575, -1.081, -1.277)  -0.11
C (0.086, -1.147, -1.600)  -0.11
H (-0.444, -0.337, -1.092)  0.00
H (-0.067, -1.008, -2.677)  0.47
H (2.012, -0.173, -1.698)  0.17
H (1.701, -1.057, -0.193)  -0.02
H (3.355, -2.235, -1.703)  0.37
H (2.070, -2.389, -2.906)  0.38
H (2.067, -4.461, -1.659)  0.43
H (2.174, -3.616, -0.118)  0.29
H (-0.195, -4.476, -0.699)  0.39
H (-2.384, -3.484, -1.301)  0.46
H (-2.480, -1.734, -1.554)  0.32
C (-0.674, 0.654, 2.120)  0.22
C (0.720, 0.904, 2.673)  -0.47
H (0.907, 0.241, 3.517)  0.48
H (1.484, 0.733, 1.916)  -0.02
S (0.923, 2.601, 3.303)  -0.13
C (1.575, 3.456, 1.812)  -1.30
C (0.628, 3.361, 0.665)  0.15
C (-0.621, 3.971, 0.735)  -0.10
C (-1.538, 3.828, -0.288)  -0.82
C (-1.201, 3.070, -1.400)  0.57
C (0.045, 2.474, -1.501)  -0.80
C (0.951, 2.618, -0.465)  0.14
H (1.919, 2.145, -0.538)  0.28
H (0.300, 1.898, -2.376)  0.45
Cl (-2.354, 2.861, -2.676)  -0.24
H (-2.508, 4.296, -0.227)  0.44
H (-0.879, 4.545, 1.613)  0.40
H (2.545, 3.017, 1.576)  0.41
H (1.710, 4.486, 2.139)  0.45
H (-1.415, 0.918, 2.879)  0.31
H (-0.856, 1.271, 1.239)  -0.25

Force components x, y, z for each atom (eV/Å):
0.38 -0.31 0.17
-0.30 0.72 -0.01
-0.35 -0.06 -0.21
0.15 0.05 0.11
-0.12 -0.18 -0.21
-0.15 0.02 -0.05
0.08 -0.05 0.03
0.10 -0.16 0.37
-0.21 0.03 -0.21
0.08 -0.06 -0.02
0.10 0.08 -0.09
0.07 -0.01 0.24
-0.06 0.03 -0.28
0.27 0.01 0.16
-0.06 0.00 -0.06
-0.07 0.10 -0.01
0.03 0.05 0.05
0.04 0.06 0.09
0.00 -0.02 -0.07
0.03 0.00 -0.07
0.03 -0.01 0.07
0.09 -0.07 -0.01
-0.19 -0.11 0.06
-0.06 0.01 -0.06
-0.07 -0.02 -0.07
0.25 -0.30 0.07
-0.13 0.41 0.12
0.08 -0.01 -0.12
0.07 -0.14 0.02
0.22 0.05 -0.07
-0.14 -0.35 0.57
0.01 0.03 -0.25
0.10 -0.04 -0.13
-0.02 0.01 0.00
0.18 -0.06 0.09
-0.20 0.01 -0.09
-0.04 0.16 0.18
0.12 -0.06 0.01
-0.01 -0.08 -0.11
-0.10 -0.01 -0.12
-0.10 0.04 -0.03
-0.06 0.05 0.10
0.01 0.13 -0.07
0.09 0.01 -0.04
-0.03 0.03 -0.08
-0.09 0.00 0.04

Values from the calculation:
SMILES: O=C(CCSCc1ccc(Cl)cc1)NCCC1=CCCCC1
Orbital gap in hartree: 0.340
Max |F| in eV Å⁻¹: 0.78
Highest occupied orbital energy in Ha: -0.316
Total charge: 0

***

No. 2
Formula: CH12O5
Source: the OMol25 dataset
Level of theory: wB97M-V/def2-TZVPD

Last column: Mulliken charge in e.
Cartesian coordinates (Å):
C (-0.861, -3.557, 0.422)  -0.55
O (0.419, -3.453, 1.011)  -0.47
H (-1.042, -4.584, 0.077)  0.27
H (-1.049, -2.861, -0.392)  0.23
H (-1.602, -3.337, 1.203)  0.22
H (1.050, -3.241, 0.312)  0.29
H (-0.154, 1.372, 1.322)  0.34
H (-0.188, 0.155, 0.296)  0.31
O (-0.616, 0.566, 1.051)  -0.65
H (-3.070, 5.768, -0.977)  0.31
H (-2.578, 5.653, 0.465)  0.32
O (-2.290, 5.578, -0.449)  -0.62
H (2.557, -3.620, -2.149)  0.31
H (3.623, -2.677, -1.465)  0.31
O (2.736, -3.036, -1.412)  -0.61
H (-0.086, 2.551, -0.504)  0.32
H (0.198, 3.913, 0.129)  0.31
O (0.630, 3.164, -0.296)  -0.65

Force components x, y, z for each atom (eV/Å):
-0.54 -0.44 0.62
0.18 0.33 -0.36
-0.03 0.16 -0.11
0.20 0.13 -0.18
0.20 -0.07 -0.19
0.12 -0.11 0.13
0.27 -0.45 -0.45
0.39 0.28 0.13
-0.59 0.15 0.31
-0.02 0.00 -0.01
-0.07 0.03 0.00
0.13 -0.06 0.06
0.39 0.01 -0.21
0.11 -0.18 -0.31
-0.62 0.16 0.59
0.01 0.21 -0.04
-0.05 0.01 -0.18
-0.08 -0.17 0.18

Values from the calculation:
SMILES: CO.O.O.O.O
Orbital gap in hartree: 0.385
Max |F| in eV Å⁻¹: 0.93
Highest occupied orbital energy in Ha: -0.366
Total charge: 0